The following is a DFT calculation (the ωB97M-V functional and the def2-TZVPD basis) of 2 unconnected molecules or ions with the total composition C3H11NOS at a distorted geometry.

The geometry in ORCA input format:
```
! RIJCOSX wB97M-V def2-TZVPD def2/J DEFGRID3
* xyz 0 1
H 0.897 -0.722 -1.349
O 1.198 -1.520 -0.897
S -3.208 -0.727 0.406
H 3.031 0.279 -0.825
H -2.228 1.682 -0.523
H 1.374 -1.135 1.147
H 1.941 0.978 0.499
H -0.879 -0.796 -0.179
C 1.947 -1.026 0.221
H -3.714 0.138 -0.482
N 2.467 0.293 0.000
C -1.307 1.311 -0.076
C -1.489 -0.123 0.414
H -1.053 2.011 0.722
H -1.181 -0.320 1.442
H 2.771 -1.742 0.343
H -0.566 1.420 -0.863
*
```

Energy above the lowest of the compared OMol25 structures with the same formula, charge and spin = 1.162 eV
Gap between HOMO and LUMO = 9.736 eV
SMILES = CCS.NCO
DFT total energy = -649.03933 a.u.
E_HOMO = -8.90 eV
LUMO = 0.84 eV